{
  "formula": "C16H22Cl3GeMgN13Si",
  "method": "wB97M-V/def2-TZVPD",
  "charge": -1,
  "lumo_ev": [2.56, 1.19],
  "homo_ev": [-5.07, -5.10],
  "multiplicity": 2,
  "elements": ["Ge", "Cl", "Cl", "Cl", "Si", "Mg", "N", "N", "N", "N", "N", "N", "N", "N", "N", "N", "N", "N", "N", "C", "C", "C", "C", "C", "C", "C", "C", "C", "C", "C", "C", "C", "C", "C", "C", "H", "H", "H", "H", "H", "H", "H", "H", "H", "H", "H", "H", "H", "H", "H", "H", "H", "H", "H", "H", "H", "H"],
  "positions_angstrom": [[-1.285, -1.636, 3.185], [-2.896, -1.152, 1.664], [-0.995, -3.851, 2.721], [-2.389, -1.748, 5.054], [2.383, 0.545, 1.229], [-1.002, 0.252, 0.218], [-2.784, 2.393, -1.277], [-0.645, 0.425, -2.074], [1.033, -0.246, 0.527], [-2.092, 2.091, -0.149], [-2.690, 4.213, -0.114], [-1.452, 3.442, 1.759], [-0.938, 0.467, 3.360], [-3.132, 3.629, -1.242], [-0.962, 1.266, 4.379], [-0.318, -1.908, -0.212], [-1.073, 1.146, 2.213], [-2.752, -0.353, -2.681], [-1.144, 2.504, 3.948], [1.892, 2.326, 1.563], [0.941, -1.532, 0.144], [-1.275, 0.506, -4.376], [-1.546, 0.220, -3.030], [3.901, 0.600, 0.102], [0.415, -4.109, -0.731], [2.896, -0.264, 2.847], [0.890, 1.259, -3.710], [-0.574, -3.147, -0.636], [-1.996, -3.449, -1.003], [1.709, -3.757, -0.348], [0.547, 0.927, -2.419], [-2.065, 3.242, 0.525], [1.988, -2.487, 0.087], [-1.228, 2.393, 2.615], [-0.054, 1.039, -4.709], [1.864, 1.674, -3.924], [2.504, -4.494, -0.389], [-3.516, -0.012, -3.247], [-2.030, 0.307, -5.124], [2.083, -0.201, 3.574], [-2.107, -4.485, -1.318], [4.641, 1.288, 0.518], [2.750, 2.996, 1.472], [0.168, 1.280, -5.741], [-2.985, -0.209, -1.704], [3.774, 0.223, 3.278], [4.384, -0.370, -0.015], [1.244, 1.049, -1.600], [3.133, -1.321, 2.702], [-2.644, -3.272, -0.144], [3.642, 0.960, -0.897], [1.129, 2.679, 0.862], [-2.325, -2.795, -1.814], [1.483, 2.446, 2.568], [0.175, -5.108, -1.065], [2.987, -2.210, 0.387], [-1.664, 4.326, 2.192]]
}